C2HBrF2 | ωB97M-V/def2-TZVPD

Orbital gap   0.325 Ha
Structure (SMILES)   FC#CBr.F
Relative energy (zero: lowest compared OMol25 entry of this formula, charge and spin)   3.247 eV
HOMO energy   -0.3860 hartree

Element x y z (Å)
Br  2.042  -0.923  -0.272
F  -0.681  1.777  -1.550
F  1.422  -1.107  -3.499
C  -0.047  0.639  -1.645
C  0.606  -0.433  -1.476
H  1.060  -1.095  -2.760

These are the Löwdin partial charges, in e, on atoms 1 to 2: number 1, Br, carries 0.710; number 2, F, carries 0.139

***

C36H37ClN6O2PSn | ωB97M-V/def2-TZVPD

Charge   +1
Orbital gap (alpha / beta)   0.233 / 0.248 Ha
Relative energy (zero: lowest compared OMol25 entry of this formula, charge and spin)   2.519 eV
HOMO energy (alpha / beta)   -0.3613 / -0.3605 hartree

Element x y z (Å)
Sn  0.214  -0.350  -0.656
Cl  0.239  1.691  3.061
P  -1.103  -0.896  1.734
O  1.916  -1.988  1.446
O  1.478  -1.848  0.084
N  -1.090  1.877  -0.179
N  3.733  2.471  0.454
N  3.393  0.306  1.021
N  3.989  4.683  -0.051
N  1.597  1.469  0.107
N  1.879  3.803  -0.190
C  1.730  -3.490  3.229
C  -0.765  4.105  -0.961
C  -4.225  -4.017  0.440
C  2.009  0.739  -3.314
C  2.609  -0.516  -2.975
C  1.159  2.712  -0.174
C  0.583  -1.010  -3.845
C  -2.966  3.181  -0.856
C  -2.604  -3.257  2.047
C  -2.129  4.241  -1.167
C  3.194  3.617  0.074
C  -0.056  -1.554  4.236
C  2.006  -3.034  -3.092
C  -2.225  2.488  3.763
C  -3.601  2.346  3.864
C  1.698  -1.586  -3.308
C  -0.260  1.413  -4.341
C  -2.987  -2.003  0.029
C  1.656  -3.268  4.561
C  2.711  2.059  -3.226
C  -3.553  -4.185  1.643
C  2.901  1.426  0.518
C  -2.317  -2.157  1.243
C  0.938  -2.701  2.239
C  -4.220  1.211  3.364
C  0.772  0.462  -3.841
C  -0.038  -1.754  2.888
C  -3.944  -2.925  -0.368
C  -3.466  0.219  2.757
C  -2.081  0.344  2.634
C  -0.293  2.902  -0.459
C  3.953  -0.727  -2.382
C  -2.399  2.016  -0.369
C  -1.483  1.494  3.152
C  -0.654  -1.660  -4.356
C  0.783  -2.289  5.093
H  2.408  -4.226  2.818
H  -2.764  -1.160  -0.618
H  -4.965  -4.743  0.129
H  -5.292  1.091  3.451
H  2.273  -3.847  5.236
H  -2.090  -3.387  2.992
H  -0.069  4.902  -1.170
H  -3.959  -0.663  2.372
H  -1.539  -1.288  -3.830
H  -3.770  -5.039  2.271
H  2.832  -0.517  1.214
H  4.356  0.330  1.310
H  0.747  -2.114  6.158
H  4.604  -1.258  -3.083
H  -4.460  -2.795  -1.309
H  0.432  -3.372  1.533
H  0.049  2.450  -4.221
H  -3.019  1.163  -0.109
H  -0.621  -2.741  -4.237
H  -0.737  -0.828  4.665
H  3.880  -1.354  -1.489
H  3.594  5.568  -0.309
H  -4.036  3.251  -0.988
H  -0.807  -1.443  -5.417
H  -0.476  1.244  -5.399
H  -1.206  1.277  -3.806
H  2.061  2.884  -3.518
H  -1.724  3.361  4.158
H  2.249  -3.230  -2.046
H  4.967  4.600  0.165
H  2.859  -3.353  -3.696
H  1.160  -3.666  -3.361
H  3.074  2.265  -2.217
H  -2.533  5.164  -1.560
H  -4.184  3.122  4.341
H  4.438  0.212  -2.115
H  3.582  2.082  -3.885

These are the Löwdin partial charges, in e, on atoms 1 to 2: number 1, Sn, carries 1.299; number 2, Cl, carries 0.760

***

C24H43ClN4O2Os | ωB97M-V/def2-TZVPD

Charge   -2
Orbital gap (alpha / beta)   0.042 / 0.195 Ha
HOMO energy (alpha / beta)   0.1005 / -0.0546 hartree
Spin multiplicity   5

Element x y z (Å)
Os  1.091  0.282  1.736
Cl  -1.077  0.483  1.249
O  1.645  3.177  1.247
O  1.668  1.525  -0.353
N  -3.192  -0.812  -4.444
N  4.069  -0.086  2.366
N  -4.503  -0.166  -2.901
N  2.787  0.198  4.098
C  -4.973  -1.201  -0.754
C  5.804  -1.259  1.140
C  -2.034  -1.401  -5.135
C  1.549  0.288  4.877
C  -4.425  -0.638  -5.033
C  -5.057  0.087  -1.567
C  -2.324  -1.535  -6.623
C  4.865  0.262  3.421
C  4.943  0.920  0.363
C  0.681  -0.854  4.387
C  4.554  -0.395  1.022
C  4.067  0.437  4.500
C  1.579  1.896  0.825
C  2.748  0.001  2.729
C  2.596  3.685  2.291
C  -3.203  -0.489  -3.129
C  0.873  1.571  4.460
C  -0.885  -0.451  -4.862
C  -6.509  0.531  -1.677
C  3.442  -1.139  0.293
C  1.863  0.240  6.367
C  -5.260  -0.227  -4.050
C  -1.757  -2.782  -4.550
C  -4.167  1.161  -0.978
H  -6.310  0.007  -4.088
H  -6.876  0.764  -0.668
H  4.309  0.647  5.525
H  -5.632  -1.964  -1.189
H  0.031  -0.851  -5.306
H  -0.098  1.654  4.953
H  1.130  -1.812  4.660
H  5.345  0.714  -0.637
H  3.377  -2.155  0.700
H  6.133  -1.519  0.126
H  -4.245  2.058  -1.605
H  -2.565  -0.572  -7.083
H  -1.120  0.517  -5.323
H  2.082  4.517  2.781
H  1.486  2.443  4.701
H  3.522  4.017  1.804
H  6.642  -0.748  1.633
H  -2.579  -3.467  -4.797
H  5.700  1.447  0.961
H  -7.144  -0.264  -2.087
H  -5.303  -0.997  0.272
H  -0.836  -3.171  -5.000
H  -3.944  -1.577  -0.733
H  -4.484  1.398  0.043
H  -3.135  -2.245  -6.815
H  -3.133  0.808  -0.983
H  5.932  0.296  3.349
H  0.548  -0.818  3.242
H  4.065  1.566  0.256
H  -0.312  -0.754  4.829
H  -1.638  -2.734  -3.461
H  0.681  1.545  3.334
H  0.913  0.281  6.914
H  2.365  -0.695  6.641
H  3.710  -1.160  -0.772
H  -4.606  -0.830  -6.073
H  -0.774  -0.318  -3.781
H  2.847  2.927  3.044
H  -6.616  1.432  -2.293
H  2.413  -0.661  0.350
H  2.479  1.088  6.690
H  5.602  -2.193  1.674
H  -1.418  -1.925  -7.105

These are the Löwdin partial charges, in e, on atoms 1 to 2: number 1, Os, carries 0.765; number 2, Cl, carries -0.147

***

C5H8O2 | ωB97M-V/def2-TZVPD

Orbital gap   0.369 Ha
Structure (SMILES)   C=C1[C@@H](O)[C@@]1(C)O
Relative energy (zero: lowest compared OMol25 entry of this formula, charge and spin)   2.462 eV
HOMO energy   -0.3440 hartree

Element x y z (Å)
O  -1.802  0.130  -0.511
O  -0.077  2.219  0.110
C  0.334  0.935  0.493
C  0.666  -0.053  -0.559
C  -0.814  -1.337  1.132
C  -0.621  -0.203  0.152
C  1.489  -0.398  -1.517
H  1.286  -1.246  -2.152
H  0.870  0.903  1.440
H  -1.211  -2.201  0.605
H  0.654  2.674  -0.324
H  2.409  0.136  -1.703
H  -1.526  -1.042  1.901
H  0.132  -1.603  1.595
H  -1.788  1.086  -0.662

These are the Löwdin partial charges, in e, on atoms 1 to 2: number 1, O, carries 0.036; number 2, O, carries 0.002

***

C3H6N2OS | ωB97M-V/def2-TZVPD

Orbital gap   0.304 Ha
Relative energy (zero: lowest compared OMol25 entry of this formula, charge and spin)   4.661 eV
HOMO energy   -0.3153 hartree

Element x y z (Å)
S  -0.590  2.166  -2.838
O  0.809  0.548  -1.603
N  0.306  -0.586  0.606
N  -0.916  -0.150  0.439
C  -0.390  1.207  -1.588
C  0.447  -1.305  1.874
C  -1.242  0.774  -0.429
H  1.742  -1.771  1.761
H  0.981  0.790  -2.570
H  -0.415  -2.204  1.990
H  0.946  -0.075  -0.001
H  -2.223  1.095  -0.261
H  0.543  -0.489  2.620

These are the Löwdin partial charges, in e, on atoms 1 to 2: number 1, S, carries 0.755; number 2, O, carries -0.103

***

C9H14S | ωB97M-V/def2-TZVPD

Orbital gap   0.343 Ha
Structure (SMILES)   c1ccccc1.CCSC
Relative energy (zero: lowest compared OMol25 entry of this formula, charge and spin)   0.180 eV
HOMO energy   -0.3106 hartree

Element x y z (Å)
S  4.089  1.399  -0.647
C  -3.914  -1.677  0.892
C  3.287  2.929  -1.156
C  -4.265  -0.502  0.225
C  -2.628  -2.384  -1.028
C  -3.096  -2.617  0.265
C  -2.979  -1.209  -1.695
C  -3.797  -0.268  -1.069
C  3.807  -0.066  1.643
C  3.292  1.199  0.967
H  3.508  2.092  1.585
H  -4.073  0.656  -1.594
H  -4.909  0.238  0.718
H  -2.610  -1.025  -2.713
H  3.507  3.753  -0.457
H  -4.283  -1.861  1.910
H  3.324  -0.191  2.626
H  3.672  3.201  -2.153
H  4.899  -0.007  1.792
H  2.192  2.808  -1.224
H  -1.984  -3.124  -1.521
H  2.196  1.148  0.820
H  -2.820  -3.541  0.790
H  3.584  -0.952  1.026

These are the Löwdin partial charges, in e, on atoms 1 to 2: number 1, S, carries 0.765; number 2, C, carries -0.104

***

C3H8N3O | ωB97M-V/def2-TZVPD

Charge   +1
Orbital gap   0.354 Ha
Relative energy (zero: lowest compared OMol25 entry of this formula, charge and spin)   3.475 eV
HOMO energy   -0.5424 hartree

Element x y z (Å)
O  -1.429  -1.338  0.318
N  -0.364  1.731  -0.645
N  0.601  -1.233  -1.117
N  -1.012  0.690  -0.823
C  -0.682  -0.325  0.045
C  0.428  1.668  0.498
C  0.287  0.196  1.095
H  0.183  -1.234  -2.012
H  1.510  -0.802  -1.064
H  -0.092  2.422  1.116
H  1.235  -0.479  0.965
H  -0.291  0.077  2.000
H  1.378  2.211  0.551
H  -2.276  -1.460  -0.241
H  0.524  -2.124  -0.688

These are the Löwdin partial charges, in e, on atoms 1 to 2: number 1, O, carries 0.141; number 2, N, carries 0.093